Entry 1:
This record from OMol25 describes C54H42Cl3CrP3Si2 as an isolated structure. The level of theory is the ωB97M-V functional and the def2-TZVPD basis.

The geometry in XYZ format:
```
105
Properties=species:S:1:pos:R:3:mulliken_charge:R:1
C -0.5788 4.9093 -2.0823 -1.02
H -5.3279 -1.2496 1.5896 0.49
C 2.7165 -1.9693 0.3583 1.19
C -1.6242 -3.3228 2.8724 -0.93
C -1.4318 -3.3423 0.5226 0.56
C 4.5065 -2.8015 1.7123 -0.84
C -1.9762 2.9937 -1.4711 0.62
H 6.3333 0.4885 -3.5605 0.47
C 4.1879 1.1778 -0.4589 0.11
C 1.8404 -2.1111 -2.1704 1.01
C -1.6559 5.3990 -2.7937 -0.69
Si 1.0469 1.4163 -3.2050 0.50
H -0.1182 3.1161 1.3908 0.24
H -4.3588 -2.5759 -4.3068 0.43
H 3.5457 1.5253 0.3638 0.13
H 3.2146 -4.6193 -4.0380 0.42
H 6.8833 2.3682 -2.1068 0.39
H -3.4010 -0.9546 0.2282 0.31
Cl -0.5613 2.1232 -4.2768 -0.27
H 0.1114 3.2018 -0.9570 -0.16
C 3.9907 -1.7862 0.9660 -0.88
H -2.9515 4.4986 4.2601 0.36
C -4.9182 -0.2404 1.4810 -0.96
Si -0.6654 -1.3112 -1.2513 -0.68
C 3.1413 1.1986 3.6928 -0.91
Cl 2.1225 0.4332 -4.6741 -0.30
H 3.2797 -2.1185 4.4059 0.44
C 2.4913 -4.0319 -3.4573 -0.97
H 4.6202 -0.9238 0.8078 0.42
C -4.0515 2.3103 0.8117 -0.28
H 1.1106 -3.4434 -0.0015 0.26
C -0.7735 3.6978 -1.4829 0.61
C -2.4307 3.6929 3.7209 -0.63
H 0.9932 -5.5234 -3.6876 0.45
H -2.2652 0.3833 3.9204 0.24
H 1.9897 -5.0393 1.6801 0.51
C 0.5145 -2.5468 -2.0551 0.05
C 2.0327 -3.1967 0.5435 0.17
C -3.9678 0.4440 -2.8678 -0.55
C 3.5670 -0.0616 4.1441 -0.63
H -3.5429 5.2149 -3.5284 0.40
C 1.1831 -4.5397 -3.2826 -1.34
H -4.0404 3.0919 -2.1430 0.54
C -3.3238 1.2454 0.2966 0.77
H -4.5925 1.3093 -2.8594 0.35
Cr 0.5621 0.7706 -0.7872 -0.12
C -3.8255 -0.0515 0.6092 -0.47
H -1.9874 -5.0951 1.8580 0.39
H -1.4523 6.3446 -3.2885 0.40
H -2.2769 -2.9782 -2.9628 0.08
C -4.4493 -0.5166 -3.7134 -1.07
H -1.5842 -3.8358 -0.4188 0.15
C 2.5419 -4.1550 1.4021 -0.66
H 4.1891 -4.7865 2.6824 0.31
C -3.8692 -1.7781 -3.7473 -0.90
H -5.6630 2.9350 1.9879 0.49
C -0.8564 2.8999 2.1318 -0.08
C -3.0786 3.5654 -2.1008 -0.61
H -0.7809 -4.1194 -2.6140 0.28
C -5.5656 0.8617 1.9654 -0.70
C -1.4706 3.9567 2.7007 -1.21
C 1.2826 0.1033 2.6765 1.71
H -3.5768 2.2536 4.7794 0.42
C 4.5762 -0.0378 -2.4510 -0.78
C -2.1870 -1.0464 -2.2187 0.84
C 2.8297 -2.8611 -2.8390 -0.85
H -1.1848 -1.3682 3.7335 0.63
C -2.8962 4.7468 -2.8137 -1.25
H 5.4964 -2.6006 1.9455 0.58
H 1.1292 -2.0108 2.9375 0.24
C -2.6979 2.4236 4.1532 -0.92
C -5.1505 2.0904 1.6080 -0.68
Cl 2.2958 3.0468 -2.7095 -0.32
C -1.6588 -4.0438 1.7083 -1.17
C -1.3167 -1.9181 2.8569 -0.42
C 3.8370 0.1631 -1.2898 0.97
C -1.9740 1.3609 3.5806 -0.57
H -6.4553 0.8175 2.5706 0.44
H 4.3105 -0.7910 -3.1526 0.26
C -0.9797 -1.2792 1.6571 0.82
C -1.1060 1.5583 2.5373 1.28
C -1.0791 -1.9852 0.4498 0.17
H 4.4574 -0.1126 4.7571 0.41
H -5.3519 -0.3528 -4.2916 0.41
H 5.3879 2.8321 -0.0274 0.37
C 3.8040 -3.9518 2.0230 -0.92
C 2.8289 -1.2155 3.9930 -1.10
C 6.0213 1.7402 -1.8736 -0.76
C 0.2428 -3.7615 -2.6718 -0.19
C -2.7918 0.2425 -2.1880 1.04
H 3.7777 2.0023 3.9128 0.56
H 3.8188 -2.4582 -3.0287 0.34
C 1.6651 -1.1324 3.1816 -0.22
C 1.9902 1.2770 2.9326 -0.80
C 5.2227 2.0193 -0.7855 -0.69
P -0.1333 0.2938 1.5723 0.72
H -1.1823 4.9695 2.4162 0.48
H 1.6265 2.2773 2.6738 0.30
P -1.9946 1.2911 -0.9500 2.01
C -2.8457 -2.0579 -2.9451 -1.16
C 5.7110 0.6919 -2.7024 -1.04
P 2.2609 -0.7914 -0.9241 2.03
H 0.3437 5.4376 -1.8899 0.52
H -1.8481 -3.7896 3.8419 0.42
H -3.8047 3.3791 0.4984 0.21
```

Results
- spin multiplicity = 4
- frontier orbital gap (spin up / spin down) (eV) = 7.809 / 7.674
- ⟨S²⟩ = 3.967
- charge = +1
- highest occupied orbital energy (spin up / spin down) (eV) = -10.9 / -10.5

=====

Entry 2:
This record from OMol25 describes a 3-piece molecular cluster, C16H19N2O3S overall. The level of theory is the ωB97M-V functional and the def2-TZVPD basis.

The geometry in XYZ format:
```
41
Properties=species:S:1:pos:R:3:mulliken_charge:R:1
H -4.4032 1.8889 -2.3838 0.59
N -4.1870 0.2456 -4.5518 0.10
C 3.5201 -1.5721 3.4510 -0.30
C 5.8845 0.6110 2.7397 -0.34
O -1.1226 -0.1686 3.4213 -0.69
H 6.3045 -4.0765 3.3268 0.30
H -2.2966 3.5520 -2.8424 0.39
H -3.5537 0.5883 -3.8410 0.21
H 1.3841 0.2198 5.0419 0.33
H 1.5370 1.6172 3.7528 0.28
C -3.8114 -0.3001 -5.7517 -0.57
H -0.5006 3.0452 -0.8702 0.43
C -2.3988 2.8338 -2.0392 -0.45
H -6.0519 0.6416 -3.5867 0.31
C 5.2128 -3.7693 3.0354 -0.89
C 1.5964 0.4325 3.8869 -0.73
N -3.2249 1.2461 -0.7208 0.00
H 6.7514 1.3811 2.4998 0.25
H 4.8481 -4.2057 1.9996 0.24
H -3.8448 0.5449 -0.3367 0.23
H 7.2372 -1.4557 2.3354 0.24
O 0.5011 -1.9359 2.3632 -0.72
C -2.0000 1.5876 -0.2093 -0.45
H -1.6161 1.1028 0.6783 0.46
C -6.0577 -0.2866 -5.6282 -0.60
C -5.5548 0.2529 -4.4653 -0.16
C 3.1484 0.0242 3.5010 0.48
S 0.2946 -0.2884 2.7492 1.12
H -2.7660 -0.4005 -6.0115 0.35
H -7.1061 -0.4150 -5.8642 0.37
C -1.4626 2.5696 -1.0112 -0.41
C 5.0167 -2.1161 3.0331 0.49
C -3.4788 2.0047 -1.8339 -0.82
O 0.3740 0.5025 1.3921 -0.66
C 4.3522 1.1173 3.1620 -0.54
H 4.4336 -4.1651 3.8449 0.27
H 4.1101 2.2645 3.2197 0.21
C -4.9541 -0.6369 -6.4422 -0.37
H -4.9891 -1.0871 -7.4259 0.38
C 6.1867 -1.0302 2.6584 -0.44
H 2.6874 -2.3645 3.7237 0.11
```

Results
- spin multiplicity = 1
- frontier orbital gap (eV) = 7.956
- charge = -1
- highest occupied orbital energy (eV) = -5.2